[1]
{"formula": "C27H44NO4S3", "method": "ωB97M-V/def2-TZVPD", "species": ["C", "C", "C", "C", "C", "C", "C", "C", "C", "C", "C", "C", "C", "C", "C", "S", "O", "O", "N", "S", "O", "O", "S", "H", "H", "H", "H", "H", "H", "H", "H", "H", "H", "H", "H", "H", "H", "H", "H", "H", "H", "H", "H", "H", "H", "H", "H", "H", "H", "H", "H", "H", "H", "H", "H", "C", "C", "C", "C", "C", "C", "H", "H", "H", "H", "H", "H", "C", "C", "C", "C", "C", "C", "H", "H", "H", "H", "H", "H"], "xyz": [[1.41909, 1.98807, -0.13297], [1.76483, 1.38573, 1.35365], [0.42933, 0.98113, 2.24142], [-0.10425, -0.55176, 1.97154], [-1.12979, -0.68671, 0.68867], [-2.51963, 0.16912, 0.84260], [-2.78376, 1.26450, -0.36809], [-2.85184, 0.59743, -1.86840], [-1.42619, 0.72234, -2.66870], [-1.75302, 0.59424, -4.29269], [-0.74971, 1.67547, -5.03690], [0.73229, 0.97436, -5.09929], [1.90293, 1.99767, -5.65117], [3.35608, 1.25710, -5.29069], [3.66640, -0.03540, -6.25086], [3.28385, -1.70448, -5.47030], [2.39561, -1.63316, -4.20597], [4.67302, -2.29264, -5.00615], [2.70891, -2.77248, -6.72538], [1.13738, -3.44251, -6.36855], [0.80133, -4.41290, -7.56783], [-0.02426, -2.38963, -6.37134], [1.05545, -4.63949, -4.62733], [1.11372, 3.13183, -0.09546], [0.54897, 1.43386, -0.68836], [2.39316, 1.95325, -0.82162], [2.29011, 2.26899, 1.95980], [2.56731, 0.50460, 1.33468], [0.78228, 1.01425, 3.37893], [-0.41354, 1.80000, 2.14060], [0.83075, -1.25407, 1.73388], [-0.57660, -0.98492, 2.95890], [-1.42738, -1.82833, 0.61379], [-0.51160, -0.44245, -0.27999], [-3.41615, -0.61384, 0.75867], [-2.65478, 0.67142, 1.91067], [-2.01681, 2.16112, -0.29640], [-3.85394, 1.75069, -0.17609], [-3.27299, -0.50432, -1.88013], [-3.63811, 1.24397, -2.48280], [-0.66026, -0.14861, -2.43498], [-0.90964, 1.74768, -2.39231], [-1.41384, -0.49166, -4.62369], [-2.88717, 0.73406, -4.54919], [-1.08307, 1.89911, -6.14096], [-0.65241, 2.65822, -4.39896], [0.76416, 0.02830, -5.78953], [1.07854, 0.61991, -4.02018], [1.74647, 2.16517, -6.80043], [1.79562, 3.00226, -5.05776], [4.17817, 2.08287, -5.54242], [3.42522, 1.00837, -4.14311], [3.02091, 0.04023, -7.23121], [4.81581, -0.04305, -6.52680], [-0.32865, -4.97803, -4.49966], [-3.35645, -0.87477, 4.69678], [-4.58586, -1.40739, 5.08359], [-5.43283, -0.67601, 5.91578], [-5.05419, 0.59344, 6.35355], [-3.82636, 1.12758, 5.96364], [-2.97534, 0.39230, 5.13898], [-2.69515, -1.44648, 4.05098], [-4.88382, -2.39373, 4.73683], [-6.38776, -1.09407, 6.22244], [-5.71623, 1.16559, 6.99811], [-3.53216, 2.11755, 6.30357], [-2.01648, 0.80646, 4.83992], [1.57277, -0.71109, 6.89881], [1.49295, -1.04224, 5.54651], [2.65635, -1.15893, 4.78645], [3.90138, -0.95392, 5.38176], [3.98132, -0.62645, 6.73500], [2.81738, -0.50064, 7.49286], [0.66567, -0.61689, 7.49003], [0.52312, -1.20872, 5.08433], [2.59347, -1.41037, 3.73121], [4.80839, -1.04962, 4.79076], [4.95174, -0.46833, 7.19915], [2.87977, -0.24011, 8.54576]], "charge": -1, "homo_lumo_gap_ev": 8.0, "e_homo_ev": -5.9, "largest_force_ev_per_a": 8.0}

=====

[2]
{"formula": "C6H12N2", "method": "ωB97M-V/def2-TZVPD", "species": ["C", "C", "C", "N", "C", "C", "C", "N", "H", "H", "H", "H", "H", "H", "H", "H", "H", "H", "H", "H"], "xyz": [[-1.34049, 1.52499, 0.56067], [0.35865, -1.31943, -1.43388], [1.20222, 1.01570, -1.06307], [-1.74648, -0.83319, 0.66578], [-0.83219, 0.12403, 0.23213], [0.13975, 0.00080, -0.81818], [0.13683, -0.42035, 1.48472], [0.94288, -1.38739, 1.49451], [-1.45654, -1.76094, 0.35900], [1.35527, -1.55312, 2.40646], [-0.08019, 0.27825, 2.29067], [-1.87065, 1.48739, 1.51165], [-2.05907, 1.81374, -0.20726], [-0.55799, 2.27972, 0.61307], [0.89409, -1.93735, -0.68617], [-0.58106, -1.83234, -1.65789], [1.02982, 1.97399, -0.58112], [1.32115, 1.18369, -2.13780], [2.16500, 0.61986, -0.70496], [0.97900, -1.25805, -2.32831]], "charge": 0, "homo_lumo_gap_ev": [7.0, 7.0], "de_lowest_ev": 4.1528, "e_homo_ev": [-7.1, -7.1], "largest_force_ev_per_a": 0.6}

=====

[3]
{"formula": "C6H12O", "method": "ωB97M-V/def2-TZVPD", "species": ["C", "C", "C", "C", "C", "C", "O", "H", "H", "H", "H", "H", "H", "H", "H", "H", "H", "H", "H"], "xyz": [[-2.60967, 1.71375, -0.14080], [-1.34631, 1.29243, 0.55937], [-0.81862, 0.09380, 0.41361], [0.38182, -0.38000, 1.17536], [1.31755, -1.30781, 0.39110], [1.88029, -0.66419, -0.86214], [2.43242, -1.65205, -1.75220], [-3.10119, 2.53056, 0.39275], [-2.37292, 2.17526, -1.10279], [-3.25757, 0.87001, -0.32613], [-0.90843, 2.04874, 1.20328], [-1.31856, -0.52721, -0.32055], [0.97123, 0.48318, 1.47895], [0.11559, -0.86329, 2.11270], [2.14501, -1.60295, 1.03503], [0.87357, -2.28494, 0.16121], [1.08924, -0.08948, -1.34347], [2.73645, -0.03314, -0.60944], [1.79008, -1.80268, -2.46582]], "charge": 0, "homo_lumo_gap_ev": 10.2, "de_lowest_ev": 1.2422, "e_homo_ev": -9.2, "largest_force_ev_per_a": 1.0, "smiles": "C/C=C/CCCO"}

=====

[4]
{"formula": "C30H34F6N6O3STi", "method": "ωB97M-V/def2-TZVPD", "species": ["Ti", "O", "N", "C", "C", "C", "C", "C", "S", "H", "H", "H", "H", "N", "H", "H", "H", "O", "N", "C", "C", "N", "C", "N", "C", "C", "C", "C", "C", "C", "C", "C", "N", "C", "C", "C", "C", "C", "C", "C", "C", "C", "C", "H", "H", "H", "H", "H", "H", "H", "H", "H", "H", "H", "H", "H", "H", "H", "H", "H", "H", "H", "H", "H", "H", "H", "H", "C", "C", "O", "C", "F", "F", "F", "C", "F", "F", "F", "H", "H", "H"], "xyz": [[0.41635, -0.48845, -1.12538], [-1.08274, -1.58163, -0.75205], [-2.24480, -1.65091, -1.39793], [-3.06956, -2.66121, -1.04776], [-4.30330, -2.79763, -1.60959], [-4.70512, -1.87603, -2.58583], [-3.85500, -0.86126, -2.93566], [-2.59768, -0.70851, -2.32194], [-1.56526, 0.59770, -2.63296], [-2.66638, -3.33028, -0.30330], [-4.94378, -3.61163, -1.30483], [-5.67053, -1.96964, -3.06421], [-4.11665, -0.13198, -3.68696], [1.43679, 1.28960, -2.14000], [0.90370, 2.05928, -2.51901], [1.87377, 0.79016, -2.91817], [2.14322, 1.63160, -1.50282], [0.55008, -1.23611, -2.72386], [1.17041, -0.96527, -3.87402], [0.50523, -1.42297, -4.96235], [-0.74864, -2.07064, -4.88412], [-1.78277, -2.58340, -4.78410], [1.09603, -1.23993, -6.22797], [1.57554, -1.09109, -7.27086], [0.88615, -3.45216, 3.18666], [1.19579, -2.00701, 2.88928], [2.15526, -1.32584, 3.62720], [2.47374, -0.00922, 3.31669], [3.48952, 0.75291, 4.12907], [1.83368, 0.61769, 2.25869], [0.81621, -0.01171, 1.52730], [0.52023, -1.33813, 1.87882], [0.11437, 0.60704, 0.47482], [-0.79007, 1.72100, 0.85165], [-0.66772, 2.89508, -0.13396], [-1.68612, 3.99387, 0.18559], [-3.10317, 3.41609, 0.10159], [-3.26001, 2.29499, 1.13358], [-3.01098, 2.84016, 2.53814], [-1.58880, 3.39441, 2.59767], [-1.44426, 4.53886, 1.59350], [-0.56855, 2.29810, 2.26741], [-2.24385, 1.19191, 0.83244], [0.15780, -3.54205, 3.99686], [1.79136, -3.98158, 3.48613], [0.47628, -3.94380, 2.30418], [2.68250, -1.83505, 4.42821], [4.17794, 0.08347, 4.64575], [2.98389, 1.35899, 4.88566], [4.06812, 1.42681, 3.49591], [2.15735, 1.61113, 1.97107], [-0.27775, -1.84393, 1.35473], [-0.84490, 2.52999, -1.14351], [0.35149, 3.29676, -0.08035], [-1.58171, 4.80674, -0.54134], [-3.27984, 3.01708, -0.90162], [-3.83904, 4.20589, 0.29030], [-4.27319, 1.88238, 1.07225], [-3.13074, 2.04036, 3.27599], [-3.73302, 3.62844, 2.77999], [-1.38234, 3.76485, 3.60776], [-0.44138, 4.97296, 1.66551], [-2.16572, 5.33209, 1.81865], [-0.63018, 1.49331, 3.00437], [0.42812, 2.73564, 2.34043], [-2.45294, 0.77547, -0.14636], [-2.32160, 0.38365, 1.56902], [3.90401, -1.57047, -2.37416], [3.10011, -1.81458, -1.09156], [2.26106, -0.79994, -0.71413], [2.32179, -3.17471, -1.22678], [2.07839, -3.52512, -2.49441], [2.99074, -4.22019, -0.68538], [1.12966, -3.10921, -0.58681], [4.13511, -1.97393, 0.06009], [4.66591, -0.77122, 0.35099], [5.17512, -2.77943, -0.25890], [3.59425, -2.45625, 1.18745], [3.21837, -1.39766, -3.19624], [4.53759, -2.42741, -2.60111], [4.52708, -0.68732, -2.22917]], "charge": -1, "homo_lumo_gap_ev": [5.4, 7.5], "s_squared": 0.78, "de_lowest_ev": 1.4585, "e_homo_ev": [-3.0, -5.1], "largest_force_ev_per_a": 2.9, "multiplicity": 2}

=====

[5]
{"formula": "C14H18N4OS", "method": "ωB97M-V/def2-TZVPD", "species": ["C", "C", "N", "C", "C", "C", "C", "C", "C", "C", "C", "O", "C", "S", "C", "N", "N", "C", "N", "C", "H", "H", "H", "H", "H", "H", "H", "H", "H", "H", "H", "H", "H", "H", "H", "H", "H", "H"], "xyz": [[-0.93601, -3.72451, -0.33873], [-0.78096, -2.25591, -0.73160], [-0.35139, -1.43540, 0.38287], [-1.40419, -0.81044, 1.15719], [-2.08565, 0.32403, 0.43150], [-1.50084, 0.94586, -0.66306], [-2.13584, 2.00391, -1.29068], [-3.36153, 2.45244, -0.83175], [-3.95223, 1.83543, 0.25855], [-3.31906, 0.77740, 0.88422], [0.92960, -1.21707, 0.74984], [1.22237, -0.50407, 1.69582], [2.01840, -1.80939, -0.12048], [2.35539, -0.55315, -1.42101], [3.43831, 0.44466, -0.47840], [4.66822, 0.13869, -0.17351], [5.15524, 1.12934, 0.57699], [4.21987, 2.02454, 0.71580], [3.09384, 1.65134, 0.06011], [1.82238, 2.31225, 0.01275], [-1.67578, -3.83149, 0.45084], [-1.26267, -4.30340, -1.19822], [0.00464, -4.13456, 0.02110], [-1.74505, -1.86514, -1.06737], [-0.08140, -2.15306, -1.56388], [-2.14284, -1.56708, 1.44184], [-0.94029, -0.42442, 2.07167], [-0.54721, 0.59952, -1.03278], [-1.67060, 2.47726, -2.14287], [-3.85597, 3.27786, -1.32154], [-4.90988, 2.17835, 0.62128], [-3.78191, 0.29796, 1.73507], [1.76422, -2.73880, -0.61816], [2.93769, -1.92121, 0.45157], [4.31555, 2.93653, 1.26762], [1.12954, 1.82977, 0.70616], [1.95014, 3.35453, 0.29867], [1.41594, 2.25744, -0.99739]], "charge": 0, "homo_lumo_gap_ev": 9.6, "de_lowest_ev": 1.1825, "e_homo_ev": -9.0, "largest_force_ev_per_a": 1.2, "smiles": "CCN(Cc1ccccc1)C(=O)CSc1nncn1C"}

=====

[6]
{"formula": "C5H6O3", "method": "ωB97M-V/def2-TZVPD", "species": ["C", "C", "C", "C", "C", "H", "H", "H", "H", "H", "H", "O", "O", "O"], "xyz": [[-0.62067, 0.84497, -0.15003], [-0.54074, -0.70092, -0.42355], [0.21876, 0.39987, 0.89703], [1.39303, -0.16897, 0.12012], [0.75243, -1.07307, -0.89773], [-1.52057, 0.79096, 1.49056], [-0.39374, 1.51648, -1.07761], [-1.20539, -1.33880, -1.17533], [-0.01406, 0.84372, 1.90739], [2.38376, -0.51550, 0.58382], [0.88491, -2.24789, -0.90662], [-1.79355, 1.47080, 0.51025], [-0.66403, -0.83236, 1.07447], [1.53862, 0.00403, -1.34687]], "charge": 0, "homo_lumo_gap_ev": 10.9, "de_lowest_ev": 7.5102, "e_homo_ev": -10.1, "largest_force_ev_per_a": 8.1}

=====

Asked for E across the records above, the calculation gives -70890.900, -9392.697, -8463.112, -97004.418, -33653.298, -11416.902 eV in order.